i:
DFT (ωB97M-V/def2-TZVPD) results for 2 unconnected molecules or ions with the total composition C6H17NO.

Geometry as XYZ:
```
25
Properties=species:S:1:pos:R:3
C -2.67 0.81 -0.58
C -1.43 0.38 0.28
N -1.32 -1.07 0.35
C 0.02 -1.59 0.63
C -0.06 -3.10 0.62
C 1.07 -1.08 -0.39
C 2.22 -0.29 0.22
H -3.33 1.44 0.02
H -3.17 -0.07 -0.97
H -2.38 1.52 -1.36
H -1.61 0.83 1.27
H -0.56 0.87 -0.15
H -1.95 -1.41 1.06
H 0.37 -1.24 1.60
H -0.08 -3.49 -0.39
H 0.76 -3.60 1.17
H -0.95 -3.42 1.16
H 1.43 -1.98 -0.92
H 0.55 -0.51 -1.15
H 2.04 0.79 0.16
H 2.43 -0.50 1.26
H 3.13 -0.47 -0.36
O 1.74 5.95 -1.46
H 1.63 4.99 -1.44
H 2.12 6.24 -0.63
```

- E_LUMO: 0.6 eV
- Charge: 0
- SMILES: CCN[C@@H](C)CC.O

***

ii:
DFT (ωB97M-V/def2-TZVPD) results for 3 unconnected molecules or ions with the total composition C6H17NO.

Geometry as XYZ:
```
25
Properties=species:S:1:pos:R:3
C 0.32 0.85 0.88
C 0.79 -1.27 -0.32
C 0.33 1.68 -0.37
C -0.95 0.66 1.59
C 1.57 0.83 1.69
C 0.73 -1.47 -1.83
H 0.79 -2.22 0.23
H 1.71 -0.76 -0.05
H -0.59 1.54 -0.93
H 1.18 1.45 -1.00
H 0.42 2.73 -0.07
H -1.64 1.49 1.39
H 1.57 1.72 2.32
H -1.46 -0.23 1.17
H -0.81 0.52 2.66
H 2.48 0.85 1.08
H 1.61 -0.04 2.35
H 0.66 -0.51 -2.35
H 1.63 -1.97 -2.20
H -0.13 -2.07 -2.10
N -2.34 -0.38 -1.07
O -1.79 -1.36 -0.21
H -0.42 -1.02 -0.10
H -3.30 -0.24 -0.77
H -2.39 -0.79 -2.00
```

- E_LUMO (alpha / beta): -0.4 / -0.4 eV
- Charge: 0

***

iii:
DFT (ωB97M-V/def2-TZVPD) results for a molecular structure, C6H17NO.

Geometry as XYZ:
```
25
Properties=species:S:1:pos:R:3
C 0.04 0.69 -1.99
C 0.29 0.56 -3.49
C 1.34 0.55 -1.20
C -0.99 -0.34 -1.51
H -0.37 1.69 -1.79
H -0.63 0.68 -4.06
H 1.79 -0.43 -1.37
H -1.18 -0.24 -0.45
H -1.94 -0.22 -2.04
H 1.00 1.31 -3.84
H 0.70 -0.43 -3.73
H 1.17 0.66 -0.13
H 2.07 1.30 -1.51
H -0.63 -1.36 -1.70
C 0.30 0.45 3.53
C 0.26 -1.38 2.01
N 0.30 -0.05 2.18
O -1.90 -0.31 2.02
H -2.63 0.22 1.68
H -0.26 1.38 3.56
H 0.44 -2.03 2.87
H 1.35 0.67 3.77
H -0.10 -0.25 4.27
H -1.14 -1.35 1.84
H 0.70 -1.73 1.08
```

- E_LUMO: -0.6 eV
- Charge: 0

***

iv:
DFT (ωB97M-V/def2-TZVPD) results for 2 unconnected molecules or ions with the total composition C6H17NO.

Geometry as XYZ:
```
25
Properties=species:S:1:pos:R:3
C 2.05 -2.73 1.17
C 1.50 -3.11 -0.29
C 1.31 -1.84 -1.07
C 0.23 -0.84 -0.59
C 0.72 0.55 -0.87
C -0.29 1.70 -0.63
N -1.17 1.53 0.55
H 2.57 -1.78 1.08
H 2.59 -3.60 1.51
H 1.15 -2.67 1.76
H 0.48 -3.47 -0.15
H 2.21 -3.86 -0.62
H 1.09 -1.90 -2.15
H 2.33 -1.42 -1.15
H -0.72 -1.10 -1.05
H 0.19 -0.95 0.51
H 1.06 0.67 -1.93
H 1.61 0.89 -0.37
H 0.36 2.57 -0.35
H -0.78 2.17 -1.48
H -1.40 2.42 0.95
H -1.97 0.98 0.25
O -3.66 3.79 1.27
H -3.15 4.59 1.12
H -2.99 3.15 1.55
```

- E_LUMO: 0.8 eV
- Charge: 0
- SMILES: CCCCCCN.O

***

Order of stability, best first: i, iv, iii, ii